# C9H13NO2

C9H13NO2 in the gas phase in a non-equilibrium geometry (ωB97M-V/def2-TZVPD, OMol25).

Summary:
* strongest force on any atom: 5.554 eV/Å
* DFT total energy: -15124.9574 eV
* energy relative to the best compared isomer or geometry (same formula, charge and spin): 107.8 kcal per mole

XYZ file:
```
25
C9H13NO2 | OMol25 | ωB97M-V/def2-TZVPD
C 1.8000 0.2909 -0.7561
N 0.5177 -0.4691 -0.4402
C -0.3648 -0.7405 -1.5761
C 0.9977 -1.7238 0.1279
C -0.3774 0.3979 0.4231
C -0.7524 0.0194 1.6913
C -1.5399 0.8572 2.4721
C -2.0984 1.9885 1.9129
C -1.8026 2.4584 0.5945
O -2.4963 3.5474 0.1491
C -1.0656 1.7718 -0.3503
O -0.8961 2.0838 -1.5373
H 2.2008 0.7614 0.1222
H 2.5852 -0.3623 -1.2686
H 1.5817 1.2177 -1.3832
H 0.2479 -1.1886 -2.4309
H -1.1839 -1.2851 -1.3300
H -0.7147 0.2796 -1.9085
H 1.7408 -2.0930 -0.5794
H 1.7980 -1.6968 1.0081
H 0.0941 -2.2616 0.3011
H -0.6555 -1.0009 2.0770
H -1.6127 0.5387 3.4283
H -2.5637 2.7274 2.5192
H -2.2250 3.7644 -0.7700
```

Mulliken atomic charge list, values in e, 2 entries: -0.837, 0.374

# C9H13NO2

2 unconnected molecules or ions with the total composition C9H13NO2 in a non-equilibrium geometry (ωB97M-V/def2-TZVPD, OMol25).

Summary:
* strongest force on any atom: 6.293 eV/Å
* DFT total energy: -15127.4892 eV
* energy relative to the best compared isomer or geometry (same formula, charge and spin): 49.4 kcal per mole

XYZ file:
```
25
C9H13NO2 | OMol25 | ωB97M-V/def2-TZVPD
C -0.6122 2.5066 -0.5167
C -1.0103 1.4166 0.3178
C -1.6593 0.3651 -0.4106
C -1.9842 -0.7726 0.2477
C -1.9986 -0.7969 1.7012
O -2.5628 -1.9599 2.1445
C -1.4093 0.2898 2.3944
C -0.8127 1.3246 1.6378
H -1.3862 3.1438 -0.9257
H 0.0978 2.3197 -1.5143
H -0.0143 3.1890 0.0152
H -1.8150 0.4726 -1.5135
H -2.3063 -1.5421 -0.2335
H -2.9672 -1.8284 3.0049
H -1.5610 0.3302 3.5203
H -0.1157 2.0103 2.1400
C 2.1912 -0.2154 -0.9773
C 2.2615 -1.3356 -1.9888
N 2.9584 -2.3623 -1.4714
O 1.6798 -1.2150 -3.0364
H 3.1038 0.0362 -0.2556
H 1.4703 -0.5269 -0.2110
H 1.9371 0.7360 -1.5570
H 2.9250 -3.2997 -1.8139
H 3.5899 -2.2857 -0.6983
```

Mulliken atomic charge list, values in e, 2 entries: -1.586, 0.942

# C9H13NO2

2 unconnected molecules or ions with the total composition C9H13NO2 in a non-equilibrium geometry (ωB97M-V/def2-TZVPD, OMol25).

Summary:
* strongest force on any atom: 3.042 eV/Å
* DFT total energy: -15128.6389 eV
* energy relative to the best compared isomer or geometry (same formula, charge and spin): 22.9 kcal per mole

XYZ file:
```
25
C9H13NO2 | OMol25 | ωB97M-V/def2-TZVPD
C -1.9714 2.1762 -0.2583
C -1.6738 0.9327 0.4905
C -0.5109 0.2300 0.1922
C -0.2825 -0.9746 0.8676
C -1.0829 -1.3644 1.9240
O -0.8406 -2.5469 2.6214
C -2.2742 -0.7104 2.1977
C -2.5430 0.4245 1.4352
H -2.9322 2.6025 0.0533
H -1.8558 2.2142 -1.3386
H -1.3132 3.0156 0.0345
H 0.0347 0.3589 -0.7334
H 0.4171 -1.6822 0.4309
H -0.1232 -2.9781 2.1327
H -2.8524 -0.9991 3.0592
H -3.2874 1.0900 1.8615
C 2.3646 1.4196 -3.0616
C 2.4878 0.4161 -1.9643
N 2.4106 -0.9506 -2.2085
O 2.9097 0.7603 -0.8779
H 2.6568 1.1160 -4.0673
H 2.9608 2.3081 -2.8566
H 1.3309 1.7633 -3.1323
H 2.5268 -1.6645 -1.5128
H 2.2934 -1.3364 -3.1294
```

Mulliken atomic charge list, values in e, 2 entries: -1.407, 0.569

# C9H13NO2

2 unconnected molecules or ions with the total composition C9H13NO2 in a non-equilibrium geometry (ωB97M-V/def2-TZVPD, OMol25).

Summary:
* strongest force on any atom: 2.794 eV/Å
* DFT total energy: -15128.5203 eV
* energy relative to the best compared isomer or geometry (same formula, charge and spin): 25.6 kcal per mole

XYZ file:
```
25
C9H13NO2 | OMol25 | ωB97M-V/def2-TZVPD
C 0.7861 -1.8876 4.2205
C 0.7723 -1.1876 2.8416
C 1.4922 -0.0031 2.8565
C 1.4069 0.9200 1.7584
C 0.8215 0.4139 0.6285
O 0.4631 1.2778 -0.3952
C 0.2318 -0.8422 0.5468
C 0.2575 -1.6562 1.6548
H -0.1713 -2.3940 4.3748
H 1.0070 -1.1741 4.9965
H 1.6751 -2.5016 4.2768
H 2.0598 0.3186 3.7323
H 1.7267 1.9462 1.8185
H 1.2481 1.7060 -0.7616
H -0.1991 -1.2158 -0.3776
H -0.3801 -2.5759 1.6507
C -1.8395 1.2620 -2.7601
C -1.3235 1.4897 -4.2037
N -1.1928 0.2773 -4.8431
O -0.8431 2.5133 -4.6274
H -2.5035 2.0461 -2.3829
H -0.8640 1.3150 -2.2962
H -2.4278 0.3650 -2.6681
H -0.6693 0.1435 -5.6918
H -1.5340 -0.5563 -4.3490
```

Mulliken atomic charge list, values in e, 2 entries: -1.361, 0.654

# C9H13NO2

2 unconnected molecules or ions with the total composition C9H13NO2 in a non-equilibrium geometry (ωB97M-V/def2-TZVPD, OMol25).

Summary:
* strongest force on any atom: 3.460 eV/Å
* DFT total energy: -15127.8052 eV
* energy relative to the best compared isomer or geometry (same formula, charge and spin): 42.1 kcal per mole

XYZ file:
```
25
C9H13NO2 | OMol25 | ωB97M-V/def2-TZVPD
C 0.5755 -0.2762 -2.8128
C 0.1063 -1.1362 -1.7107
C 0.9652 -1.8878 -0.8774
C 0.6551 -2.8356 0.1278
C -0.6902 -3.2401 0.1946
O -1.1513 -4.3072 0.8719
C -1.6085 -2.4493 -0.5150
C -1.2065 -1.5038 -1.4244
H -0.1169 -0.5498 -3.6262
H 1.5512 -0.5478 -3.2579
H 0.6276 0.8090 -2.9682
H 2.0435 -1.7797 -1.0402
H 1.5287 -3.1990 0.6521
H -0.6991 -4.4139 1.7126
H -2.6781 -2.6037 -0.4503
H -2.0154 -0.8582 -1.7804
C 0.8439 3.1883 1.0409
C -0.3279 3.9266 1.7255
N -0.2836 3.5192 3.0655
O -1.2804 4.4202 1.1928
H 1.0847 2.3402 1.6759
H 1.7797 3.7116 0.8199
H 0.6571 2.5754 0.1511
H -0.9796 3.7408 3.7601
H 0.6189 3.3568 3.4730
```

Mulliken atomic charge list, values in e, 2 entries: -1.310, 0.365

# C9H13O

A molecular structure, C9H13O in a non-equilibrium geometry (ωB97M-V/def2-TZVPD, OMol25).

Summary:
* strongest force on any atom: 2.437 eV/Å
* spin multiplicity: 2
* DFT total energy: -11588.7824 eV
* <S²>: 0.7591
* energy relative to the best compared isomer or geometry (same formula, charge and spin): 22.6 kcal per mole

XYZ file:
```
23
C9H13O | OMol25 | ωB97M-V/def2-TZVPD
C 3.1770 -0.6675 -1.3972
C 1.6709 -0.6316 -1.0936
C 0.9736 0.3828 -2.0101
C 1.3975 -0.3650 0.3816
C 0.5766 -1.1864 1.1117
C 0.3589 -1.0174 2.4646
C 0.9776 0.0677 3.1241
C 1.7682 0.9617 2.3893
C 1.9852 0.7484 1.0238
H 3.6770 -1.4183 -0.7776
H 3.3448 -0.9265 -2.4480
H 3.6362 0.3077 -1.2046
H 1.2328 -1.6156 -1.3115
H -0.1122 0.3151 -1.8891
H 1.2982 1.4050 -1.7819
H 1.2078 0.1632 -3.0596
H -0.1629 -2.1565 0.3906
H -0.2763 -1.7114 3.0145
H 0.8393 0.2101 4.1973
H 2.2199 1.8337 2.8689
H 2.6183 1.4214 0.4409
O -0.7413 -2.6022 -0.3539
H -1.6380 -2.2482 -0.2312
```

Mulliken atomic charge list, values in e, 2 entries: -1.495, 0.420

# C9H13O2

2 unconnected molecules or ions with the total composition C9H13O2 in a non-equilibrium geometry (ωB97M-V/def2-TZVPD, OMol25).

Summary:
* strongest force on any atom: 1.019 eV/Å
* spin multiplicity: 2
* DFT total energy: -13637.9602 eV
* <S²>: 0.7897
* energy relative to the best compared isomer or geometry (same formula, charge and spin): 2.1 kcal per mole

XYZ file:
```
24
C9H13O2 | OMol25 | ωB97M-V/def2-TZVPD
O -0.8797 0.2021 0.0322
H -0.8495 0.8036 0.7897
C 4.0798 -3.7969 1.0278
C 3.4033 -2.6416 0.3511
C 2.0612 -2.3980 0.6761
C 1.3520 -1.3664 0.1127
C 1.9631 -0.5164 -0.8793
C 3.3601 -0.7885 -1.2048
C 4.0563 -1.8105 -0.5796
C 5.5202 -2.0615 -0.8595
C 3.9263 0.1450 -2.2143
O 1.3439 0.4325 -1.4339
H 5.1469 -3.8639 0.7968
H 3.9648 -3.7238 2.1182
H 3.6056 -4.7466 0.7408
H 1.5639 -3.0358 1.4029
H 0.3246 -1.1604 0.3959
H 5.9129 -1.3887 -1.6237
H 6.1230 -1.9244 0.0510
H 5.6842 -3.0930 -1.2010
H 4.9771 -0.0198 -2.4429
H 3.3539 0.0687 -3.1469
H 3.8039 1.1773 -1.8637
H -0.1458 0.4999 -0.5846
```

Mulliken atomic charge list, values in e, 2 entries: -0.756, 0.301

# C9H13O4PPt

A molecular structure, C9H13O4PPt in a non-equilibrium geometry (ωB97M-V/def2-TZVPD, OMol25).

Summary:
* strongest force on any atom: 7.017 eV/Å
* spin multiplicity: 3
* DFT total energy: -30249.3023 eV
* <S²>: 2.0145
* total charge: +2

XYZ file:
```
28
C9H13O4PPt | OMol25 | ωB97M-V/def2-TZVPD
Pt -0.0063 1.3671 -0.0314
C 0.0264 1.8957 1.9249
O 0.0411 2.0636 3.0705
C -0.0223 3.2812 -0.6891
O -0.0340 4.4366 -0.7173
C -2.0101 1.1639 -0.0445
O -3.1422 1.0358 0.1453
C 1.9935 1.1692 -0.1148
O 3.1304 1.0573 0.0335
C -0.0010 0.0597 -2.9443
H 0.9291 -0.4904 -2.8915
H -0.9252 -0.4962 -2.8622
C -0.0068 1.3782 -3.1411
H -0.9420 1.9516 -3.2256
H 0.9263 1.9523 -3.2542
C -0.0575 -1.9807 -0.5013
P -0.0051 -0.8610 0.8890
C -1.3286 -1.4223 1.9722
C 1.3994 -1.4446 1.8709
H -0.9836 -1.8460 -1.0698
H -0.0268 -3.0083 -0.1170
H 0.7971 -1.8256 -1.1675
H -1.0970 -2.4677 2.2327
H -1.3522 -0.8320 2.8932
H -2.3046 -1.3803 1.4868
H 1.1698 -2.4938 2.1413
H 2.3412 -1.4076 1.3154
H 1.4909 -0.8559 2.7960
```

Mulliken atomic charge list, values in e, 2 entries: 1.831, 0.134

# C9H13PS

C9H13PS in the gas phase in a non-equilibrium geometry (ωB97M-V/def2-TZVPD, OMol25).

Summary:
* strongest force on any atom: 4.743 eV/Å
* DFT total energy: -29666.9148 eV
* energy relative to the best compared isomer or geometry (same formula, charge and spin): 0.0 kcal per mole

XYZ file:
```
24
C9H13PS | OMol25 | ωB97M-V/def2-TZVPD
C -0.2443 -0.6357 -2.3778
C -0.8849 0.2928 -1.3821
C -2.1206 0.8986 -1.5543
C -2.7059 1.5814 -0.4767
C -2.0781 1.6592 0.7745
C -0.7959 1.2256 0.9047
C -0.2366 0.5740 -0.1657
P 1.3968 -0.1658 0.1611
C 2.0207 0.7217 1.6349
C 1.2445 -1.9917 0.5967
S 2.6687 0.2198 -1.2460
H 0.7762 -0.1996 -2.6772
H -0.1066 -1.5983 -1.8237
H -0.8828 -0.5488 -3.1614
H -2.4590 0.6577 -2.5693
H -3.7497 1.8698 -0.7317
H -2.7153 2.1247 1.4672
H -0.3636 1.3787 1.8271
H 2.9852 0.1769 1.9229
H 2.1265 1.8278 1.1871
H 1.4811 0.6829 2.5299
H 2.1977 -2.0815 0.8884
H 0.3930 -2.0583 1.1782
H 1.0311 -2.4562 -0.2801
```

Mulliken atomic charge list, values in e, 2 entries: -1.531, 0.503

# C9H14

2 unconnected molecules or ions with the total composition C9H14 in a non-equilibrium geometry (ωB97M-V/def2-TZVPD, OMol25).

Summary:
* strongest force on any atom: 2.765 eV/Å
* spin multiplicity: 2
* DFT total energy: -9557.9693 eV
* <S²>: 0.7606
* energy relative to the best compared isomer or geometry (same formula, charge and spin): 19.1 kcal per mole
* total charge: -1

XYZ file:
```
23
C9H14 | OMol25 | ωB97M-V/def2-TZVPD
C 1.5195 0.6087 -1.7138
C 0.5417 1.5759 0.4024
C 1.2353 0.5232 -0.2167
C 0.5751 1.8218 1.7822
C 1.8190 -0.4423 0.6038
C 1.5485 1.0055 2.4902
C 2.0257 -0.1777 1.9572
H -0.1093 2.1330 -0.2808
H -0.0862 2.4869 2.3169
H 1.4997 1.6736 -1.9421
H 0.7705 0.0974 -2.3388
H 1.9629 -1.4830 0.2867
H 1.7534 1.2068 3.5417
H 2.5756 -0.7854 2.6764
H 2.4998 0.1983 -1.9564
C -2.1807 -1.5848 -0.2733
C -2.7444 -1.0693 -1.6051
H -1.1637 -1.3080 -0.0267
H -2.8046 -1.1617 0.5160
H -2.2774 -2.6682 -0.3040
H -2.8773 -1.8075 -2.3998
H -3.7857 -0.7073 -1.5546
H -2.2974 -0.1360 -1.9612
```

Mulliken atomic charge list, values in e, 2 entries: -1.394, -0.304

# C9H14

2 unconnected molecules or ions with the total composition C9H14 in a non-equilibrium geometry (ωB97M-V/def2-TZVPD, OMol25).

Summary:
* strongest force on any atom: 2.165 eV/Å
* spin multiplicity: 2
* DFT total energy: -9558.2869 eV
* <S²>: 0.7584
* energy relative to the best compared isomer or geometry (same formula, charge and spin): 11.8 kcal per mole
* total charge: -1

XYZ file:
```
23
C9H14 | OMol25 | ωB97M-V/def2-TZVPD
C 0.3941 1.2386 1.7346
C -0.1892 1.1309 -0.7204
C 0.7647 1.0315 0.2830
C 0.1978 0.8871 -2.0730
C 1.5476 0.7949 -2.3977
C 2.0959 0.7553 -0.0694
C 2.5398 0.7966 -1.4273
H -1.2334 1.3702 -0.5408
H -0.5014 0.9754 -2.8982
H 0.2483 0.2716 2.2330
H -0.5450 1.7924 1.7628
H 1.8673 0.7356 -3.4385
H 2.7309 0.6077 0.8018
H 3.5826 0.8035 -1.6694
H 1.2239 1.6950 2.2773
C -1.9906 -1.4721 0.0782
C -1.6493 -2.1393 1.4115
H -2.6638 -2.1211 -0.4965
H -2.6958 -0.6518 0.2336
H -1.0505 -1.2800 -0.3730
H -0.7757 -1.7704 1.9387
H -1.3839 -3.2032 1.2801
H -2.5143 -2.2483 2.0698
```

Mulliken atomic charge list, values in e, 2 entries: -1.307, -0.685

# C9H14

2 unconnected molecules or ions with the total composition C9H14 in a non-equilibrium geometry (ωB97M-V/def2-TZVPD, OMol25).

Summary:
* strongest force on any atom: 4.154 eV/Å
* spin multiplicity: 2
* DFT total energy: -9557.2606 eV
* <S²>: 0.7590
* energy relative to the best compared isomer or geometry (same formula, charge and spin): 35.4 kcal per mole
* total charge: -1

XYZ file:
```
23
C9H14 | OMol25 | ωB97M-V/def2-TZVPD
C 0.7050 0.8030 -2.3648
C 0.8202 -1.0013 -0.5322
C 1.1362 0.2762 -1.0588
C 1.3026 -1.3008 0.7307
C 1.9548 1.1639 -0.2306
C 2.1745 -0.4572 1.4398
C 2.6233 0.7632 0.9115
H 0.1614 -1.6512 -0.9880
H 1.1990 -2.3223 0.9902
H 0.8276 1.9217 -2.4392
H -0.3326 0.7454 -2.3537
H 2.3423 2.0661 -0.6398
H 2.7520 -0.8451 2.2843
H 3.3339 1.4767 1.2642
H 1.1270 0.1944 -3.2094
C -2.6491 -0.4228 0.0379
C -2.8573 0.0162 1.5400
H -1.6884 -0.6669 -0.1750
H -3.2339 -1.2988 -0.0724
H -3.0226 0.2489 -0.8445
H -2.9793 -0.7703 2.2248
H -3.7513 0.6149 1.6294
H -1.9455 0.4461 1.8556
```

Mulliken atomic charge list, values in e, 2 entries: -1.242, -0.795

- What is the formula in the first record?
  C9H13NO2

Copy entry 12 word for word.
# C9H14

2 unconnected molecules or ions with the total composition C9H14 in a non-equilibrium geometry (ωB97M-V/def2-TZVPD, OMol25).

Summary:
* strongest force on any atom: 4.154 eV/Å
* spin multiplicity: 2
* DFT total energy: -9557.2606 eV
* <S²>: 0.7590
* energy relative to the best compared isomer or geometry (same formula, charge and spin): 35.4 kcal per mole
* total charge: -1

XYZ file:
```
23
C9H14 | OMol25 | ωB97M-V/def2-TZVPD
C 0.7050 0.8030 -2.3648
C 0.8202 -1.0013 -0.5322
C 1.1362 0.2762 -1.0588
C 1.3026 -1.3008 0.7307
C 1.9548 1.1639 -0.2306
C 2.1745 -0.4572 1.4398
C 2.6233 0.7632 0.9115
H 0.1614 -1.6512 -0.9880
H 1.1990 -2.3223 0.9902
H 0.8276 1.9217 -2.4392
H -0.3326 0.7454 -2.3537
H 2.3423 2.0661 -0.6398
H 2.7520 -0.8451 2.2843
H 3.3339 1.4767 1.2642
H 1.1270 0.1944 -3.2094
C -2.6491 -0.4228 0.0379
C -2.8573 0.0162 1.5400
H -1.6884 -0.6669 -0.1750
H -3.2339 -1.2988 -0.0724
H -3.0226 0.2489 -0.8445
H -2.9793 -0.7703 2.2248
H -3.7513 0.6149 1.6294
H -1.9455 0.4461 1.8556
```

Mulliken atomic charge list, values in e, 2 entries: -1.242, -0.795

- Look up the DFT total energy of the third one.
  -15128.6389 eV